11 unconnected molecules or ions with the total composition C24H60BO28, computed with ωB97M-V/def2-TZVPD.

Atoms and positions in Å:
O  0.00213  -3.34153  -0.90986
C  -0.29665  -2.20302  -0.60817
O  0.46609  -1.10486  -0.67000
B  -0.35823  -0.00422  -0.28546
O  -1.50493  -0.63845  0.43798
C  -1.68342  -1.81852  -0.05393
O  -2.62499  -2.55897  0.17825
O  -0.72449  0.87779  -1.42209
C  -0.21394  2.10891  -1.29121
O  -0.20417  2.99249  -2.09642
C  0.39538  2.14228  0.16522
O  0.27713  0.95234  0.65218
O  0.92367  3.07350  0.72213
C  -4.98918  -5.34851  -0.54440
C  -5.21020  -6.88229  -0.37490
O  -4.28447  -7.55825  0.44851
O  -3.90180  -5.11653  -1.43172
H  -4.85104  -4.79293  0.38434
H  -5.94088  -4.96362  -0.92560
H  -5.30236  -7.35138  -1.36010
H  -6.26807  -6.97575  -0.10876
H  -3.53071  -7.74305  -0.11839
H  -3.30953  -4.58623  -0.88797
C  3.68696  2.62498  2.64252
C  5.02283  3.28779  2.84059
O  5.94984  2.53250  3.64742
O  3.98440  1.41841  1.91006
H  3.08514  3.18308  1.92261
H  3.18959  2.40730  3.58871
H  4.95931  4.33563  3.13928
H  5.54994  3.39900  1.88677
H  6.10893  1.79127  3.05151
H  3.14674  1.18245  1.49633
C  -2.82881  -5.63787  3.49250
C  -2.32697  -4.21067  3.37044
O  -2.66848  -3.63480  4.66761
O  -4.20530  -5.81266  3.25861
H  -2.58382  -6.10900  4.44690
H  -2.32792  -6.23192  2.71737
H  -2.81526  -3.76695  2.50128
H  -1.24184  -4.21264  3.27087
H  -2.37703  -2.73144  4.83181
H  -4.42185  -6.70002  3.54972
C  3.43623  2.35491  -2.86833
C  3.77168  1.97356  -1.43602
O  4.86818  2.56922  -0.82537
O  3.74302  3.70242  -3.11151
H  2.37347  2.12026  -2.95329
H  4.05578  1.65672  -3.43998
H  3.90575  0.88282  -1.44315
H  2.92544  2.18515  -0.77115
H  4.64293  2.58970  0.10750
H  3.14151  4.04093  -3.78956
C  3.89112  -2.07496  -0.48142
C  3.10919  -2.91602  -1.50680
O  3.90869  -3.98594  -2.01180
O  4.32171  -2.85757  0.63714
H  3.44435  -1.09503  -0.30104
H  4.72312  -1.58460  -1.00807
H  2.68753  -2.34815  -2.33619
H  2.31556  -3.34839  -0.89833
H  3.38681  -4.71557  -2.34940
H  4.69001  -3.69523  0.34164
C  0.30142  -0.27141  3.85123
C  -1.21127  -0.18492  3.82860
O  -1.77818  -0.55585  5.06911
O  0.88539  0.73075  4.74015
H  0.80295  -0.14437  2.89261
H  0.57741  -1.25887  4.22006
H  -1.45751  -0.94765  3.08186
H  -1.58749  0.77048  3.46134
H  -2.38881  0.11510  5.37764
H  0.76836  1.64350  4.46839
C  -2.07796  4.04382  -4.63259
C  -2.50712  5.20091  -3.71888
O  -3.48773  4.91326  -2.72759
O  -3.12004  3.14647  -5.03011
H  -1.27365  3.45703  -4.19487
H  -1.76138  4.36238  -5.62967
H  -2.71568  6.14610  -4.22604
H  -1.59616  5.42323  -3.15049
H  -3.58331  5.62237  -2.08917
H  -3.51349  3.46665  -5.84300
C  1.42284  5.23858  -4.54892
C  1.25086  6.59911  -5.26406
O  0.21919  7.38081  -4.63128
O  2.33904  4.44391  -5.29940
H  0.48073  4.69805  -4.45532
H  1.71499  5.47174  -3.52529
H  0.93675  6.63241  -6.30820
H  2.15127  7.21568  -5.21121
H  0.57677  7.78488  -3.83625
H  2.08013  4.35081  -6.21790
C  0.59128  -5.98325  1.61889
C  1.75159  -5.04876  1.66880
O  2.98768  -5.79207  1.70659
O  0.32606  -6.75007  2.79193
H  0.58822  -6.71080  0.80666
H  -0.29249  -5.34009  1.64661
H  1.71106  -4.39984  2.54983
H  1.74469  -4.29905  0.87875
H  3.15961  -6.22855  2.54225
H  1.10440  -7.07803  3.25042
C  -2.98097  3.38104  0.32180
C  -3.17322  4.49767  1.35361
O  -3.88868  5.60487  0.79235
O  -4.29596  2.83948  -0.03268
H  -2.44622  2.58834  0.85056
H  -2.42315  3.78456  -0.51920
H  -2.28493  4.77663  1.92523
H  -3.84403  4.16760  2.15395
H  -3.29893  6.36331  0.77794
H  -4.57819  2.40413  0.77758

net charge: -1
E_HOMO: -7.67 eV

***

11 unconnected molecules or ions with the total composition C24H60BO28, computed with ωB97M-V/def2-TZVPD.

Atoms and positions in Å:
O  2.40796  0.65417  1.86230
C  1.71632  0.42395  0.85113
O  2.07710  0.59209  -0.33914
B  0.90656  0.46612  -1.22366
O  -0.09519  -0.28182  -0.39692
C  0.24608  -0.17033  0.86425
O  -0.43347  -0.48542  1.81777
O  1.26745  -0.24204  -2.45945
C  0.79692  0.34273  -3.52555
O  0.86113  -0.10568  -4.69032
C  0.22441  1.76059  -3.15113
O  0.32863  1.80997  -1.72451
O  -0.30387  2.60653  -3.92493
C  -1.57114  3.54078  1.32770
C  -0.01795  3.92382  1.22838
O  0.26255  5.22249  0.85457
O  -2.14096  3.97657  2.55752
H  -1.70832  2.46988  1.17787
H  -2.04477  4.06145  0.49543
H  0.54096  3.31168  0.52057
H  0.52407  3.71208  2.15006
H  -0.24229  5.64789  1.55154
H  -3.10084  3.97742  2.54243
C  0.98396  0.99172  6.07053
C  1.58868  2.02005  5.12014
O  2.82765  1.68779  4.53620
O  0.63312  -0.16325  5.28287
H  0.06232  1.36978  6.51297
H  1.58910  0.70858  6.93177
H  1.73330  2.84860  5.81345
H  0.88047  2.40828  4.38814
H  2.78408  1.11482  3.76717
H  -0.11759  -0.05610  4.69418
C  -2.90979  -4.97640  3.69800
C  -2.37221  -3.70004  2.92044
O  -3.07190  -2.57250  3.40878
O  -4.23386  -5.22122  3.91830
H  -2.31284  -4.90728  4.60738
H  -2.51912  -5.85810  3.18999
H  -2.58777  -3.77074  1.85431
H  -1.30768  -3.51753  3.06729
H  -2.48906  -1.81186  3.46640
H  -4.55441  -4.61577  4.59082
C  4.88624  0.49586  -4.35136
C  4.63834  -0.82940  -5.08506
O  3.41309  -1.52176  -4.69387
O  5.06730  0.26980  -2.91910
H  4.00463  1.12490  -4.47450
H  5.79626  1.01407  -4.65371
H  5.42031  -1.46885  -4.67550
H  4.76409  -0.69425  -6.15931
H  2.63574  -1.05128  -5.00368
H  4.31160  -0.26371  -2.66242
C  -4.36734  0.85885  -6.22209
C  -3.07615  1.60961  -5.88874
O  -2.35075  1.05536  -4.82014
O  -4.04189  -0.23293  -6.98053
H  -5.11894  1.52123  -6.65156
H  -4.91253  0.54740  -5.33109
H  -3.53350  2.50161  -5.46065
H  -2.54995  1.87336  -6.80616
H  -1.58101  1.57970  -4.58737
H  -3.19434  -0.45692  -6.58926
C  5.38680  -1.58644  2.06123
C  5.76705  -0.34723  2.99963
O  4.95914  -0.43578  4.08007
O  5.80728  -2.85358  2.53131
H  5.90946  -1.33171  1.13926
H  4.32963  -1.55682  1.79737
H  5.63839  0.60508  2.48518
H  6.79461  -0.44604  3.34954
H  5.26440  0.26755  4.65779
H  5.46563  -3.57220  1.99422
C  1.78011  -2.84530  4.05089
C  2.43338  -4.05896  3.48387
O  3.81773  -4.17650  3.93176
O  2.63282  -1.81015  4.47311
H  1.20869  -3.09948  4.94363
H  0.94659  -2.46343  3.46138
H  2.49844  -4.03186  2.39615
H  2.01982  -4.99965  3.84742
H  4.23562  -4.97274  3.59566
H  2.13488  -1.06447  4.81607
C  -3.43513  0.22016  -1.10093
C  -4.11643  1.62357  -0.94389
O  -4.47043  1.79617  0.45113
O  -4.33328  -0.86186  -1.46010
H  -2.96487  -0.02289  -0.14810
H  -2.58332  0.27887  -1.77847
H  -4.91932  1.74898  -1.67035
H  -3.32262  2.34581  -1.13448
H  -4.83495  2.68280  0.50222
H  -4.09770  -0.94070  -2.38740
C  -3.93031  1.54167  4.33358
C  -3.39960  0.18305  4.61981
O  -2.20547  -0.04243  3.94194
O  -2.96951  2.41942  4.98708
H  -4.93538  1.85218  4.61912
H  -3.87772  1.72334  3.26012
H  -4.16031  -0.47139  4.19422
H  -3.35277  -0.06519  5.68013
H  -2.23744  -0.00752  2.98311
H  -2.21890  2.28146  4.40472
C  -0.23746  -0.84610  -7.86248
C  -0.33822  0.16195  -9.00283
O  -0.05486  1.45395  -8.43070
O  -1.00320  -0.48739  -6.77546
H  0.80621  -0.80708  -7.55048
H  -0.63366  -1.79607  -8.22118
H  -1.34197  0.21901  -9.42395
H  0.41797  0.11289  -9.78632
H  0.83045  1.79488  -8.57761
H  -0.42962  -0.43820  -6.00722

multiplicity: 2
net charge: -2
E_HOMO (spin up / spin down): 0.29 / -3.53 eV

***

A molecular structure, C24H60BaN5O11, computed with ωB97M-V/def2-TZVPD.

Atoms and positions in Å:
Ba  1.22921  -3.58151  -1.66455
N  -0.07771  -0.69920  0.57885
O  -0.17385  -0.66269  1.81343
O  0.53019  -1.69394  0.03375
O  -0.53006  0.18370  -0.14965
C  4.54792  -3.41998  -0.54901
O  3.22196  -3.58979  -0.02885
C  3.14825  -4.30288  1.22674
C  1.69902  -4.64750  1.58316
N  1.05315  -5.43737  0.53403
C  -0.35730  -5.78353  0.75878
C  -1.34581  -4.62200  0.65223
O  -1.27914  -4.02690  -0.64367
C  -2.31559  -3.08858  -0.94243
H  4.50433  -3.14156  -1.60420
H  5.12242  -4.35105  -0.61033
H  5.03613  -2.71517  0.12060
H  3.68463  -3.75888  2.00361
H  3.68771  -5.24209  1.04600
H  1.18257  -3.68613  1.67500
H  1.70470  -5.13440  2.56277
H  1.59337  -6.26724  0.31473
H  -0.42945  -6.26369  1.74055
H  -0.70773  -6.51757  0.03135
H  -1.24395  -3.78852  1.35843
H  -2.33649  -5.01791  0.90092
H  -2.39556  -3.05635  -2.03403
H  -2.07793  -2.06046  -0.65647
H  -3.27897  -3.43887  -0.57599
C  -0.48722  2.71942  2.41699
O  -0.13792  2.67871  1.06346
C  1.27432  2.79242  0.91243
C  1.66047  2.49823  -0.53507
N  0.86846  3.30582  -1.46243
C  1.34947  3.02601  -2.82977
C  0.65071  3.81272  -3.93352
O  -0.70314  3.42411  -4.02416
C  -1.20157  3.67828  -5.32513
H  -0.02543  3.57242  2.93473
H  -0.12846  1.82523  2.94585
H  -1.56326  2.77125  2.56337
H  1.77877  2.06241  1.55773
H  1.47482  3.82116  1.22677
H  1.55164  1.43862  -0.76856
H  2.73035  2.76711  -0.58596
H  1.17440  4.27219  -1.34570
H  1.25354  1.94954  -3.01294
H  2.43968  3.17262  -2.94910
H  1.20856  3.64034  -4.86314
H  0.71673  4.89181  -3.72939
H  -0.51604  3.29745  -6.09139
H  -1.29932  4.75485  -5.51431
H  -2.18643  3.22678  -5.40326
C  -4.23248  -1.23235  0.22449
O  -4.46827  -0.20572  -0.70967
C  -5.63811  -0.55213  -1.42436
C  -5.86979  0.45660  -2.54838
N  -4.65529  0.56983  -3.36956
C  -4.87030  1.38055  -4.56320
C  -5.00553  2.87962  -4.27761
O  -3.84991  3.35490  -3.62402
C  -3.79894  4.75399  -3.76348
H  -5.12706  -1.38119  0.84796
H  -3.43293  -1.00825  0.92305
H  -4.02915  -2.20738  -0.23451
H  -6.50880  -0.53914  -0.76234
H  -5.49284  -1.56460  -1.82384
H  -6.15490  1.39522  -2.06896
H  -6.71548  0.12678  -3.17171
H  -4.64545  -0.37873  -3.75513
H  -5.72519  1.03278  -5.16749
H  -4.03855  1.27441  -5.26530
H  -5.90912  3.12763  -3.71318
H  -5.04598  3.37751  -5.25678
H  -4.72722  5.23639  -3.42787
H  -3.77981  4.98976  -4.83519
H  -2.97569  5.19805  -3.21641
C  5.51348  2.12966  1.84961
O  5.78724  1.24964  2.94675
C  5.66178  -0.12428  2.59105
C  4.24055  -0.61611  2.41472
N  3.63489  -0.76120  3.75421
C  2.18431  -0.67056  3.71773
C  1.59919  -0.71396  5.11620
O  1.73163  0.55034  5.71513
C  1.16785  0.60711  6.99996
H  4.45051  2.06709  1.60962
H  6.11456  1.89678  0.96611
H  5.77663  3.12228  2.20715
H  6.11592  -0.61130  3.45807
H  6.27497  -0.33535  1.70453
H  4.13715  -1.61177  1.96889
H  3.70299  0.09980  1.77350
H  3.99065  0.05682  4.25140
H  1.78883  -1.54094  3.18217
H  1.79034  0.19712  3.17759
H  2.11530  -1.47828  5.71290
H  0.54704  -1.02664  5.05698
H  1.18919  1.64059  7.33571
H  1.74006  0.03022  7.74184
H  0.16255  0.17091  7.00840

net charge: +1
E_HOMO: -10.09 eV

***

5 unconnected molecules or ions with the total composition C24H60ClN4O8, computed with ωB97M-V/def2-TZVPD.

Atoms and positions in Å:
Cl  -0.18457  0.36290  1.20123
C  0.78786  -0.93553  -3.63855
O  0.53699  -1.53649  -2.40631
C  -0.42088  -2.57179  -2.45086
C  -0.18614  -3.53564  -1.29081
N  0.03084  -2.84136  -0.05055
C  0.15661  -3.75081  1.06999
C  1.18848  -4.83440  0.90940
O  2.38834  -4.30045  0.39183
C  3.23342  -5.31063  -0.06701
H  -0.00029  -0.21579  -3.92054
H  0.90906  -1.67682  -4.44161
H  1.69477  -0.33387  -3.56826
H  -0.33004  -3.13707  -3.39109
H  -1.44401  -2.16827  -2.37884
H  0.65702  -4.17096  -1.58213
H  -1.07991  -4.20043  -1.25906
H  -0.80917  -2.29313  0.12624
H  -0.80900  -4.20069  1.40273
H  0.35551  -3.15877  1.97513
H  0.82783  -5.63563  0.25169
H  1.41982  -5.24897  1.90287
H  4.14010  -4.85218  -0.45771
H  2.78489  -5.94391  -0.84647
H  3.52817  -5.99352  0.75488
C  -4.71089  0.79805  -5.41626
O  -4.03439  -0.41972  -5.21792
C  -3.21273  -0.38753  -4.07049
C  -3.98635  -0.82364  -2.83039
N  -3.43925  -0.38296  -1.53878
C  -3.17119  1.07326  -1.48157
C  -3.41670  1.59101  -0.10133
O  -4.83432  1.57091  0.08697
C  -5.24222  2.31707  1.21309
H  -5.13920  1.17446  -4.47950
H  -5.55657  0.61142  -6.08184
H  -4.05173  1.54088  -5.87683
H  -2.73751  0.59475  -3.94666
H  -2.38234  -1.07180  -4.24530
H  -3.95341  -1.92335  -2.79655
H  -5.06805  -0.62539  -2.92353
H  -4.17413  -0.54051  -0.85823
H  -3.82150  1.58710  -2.20872
H  -2.14109  1.28126  -1.78155
H  -3.04185  2.62100  -0.01629
H  -2.91251  0.98406  0.65604
H  -4.44849  2.37561  1.96325
H  -6.13497  1.84220  1.60829
H  -5.41778  3.36046  0.90948
C  -0.88986  -1.52538  5.15428
O  -0.97759  -0.21090  4.70429
C  -2.24697  0.37089  4.84199
C  -2.46804  1.39612  3.77645
N  -1.68822  2.62109  4.15520
C  -1.93570  3.74647  3.30498
C  -0.72539  4.66405  3.16617
O  0.41084  3.90491  2.86842
C  1.11593  4.30374  1.72573
H  0.16623  -1.69070  5.34596
H  -1.31113  -2.22391  4.41763
H  -1.48697  -1.68523  6.06965
H  -2.34667  0.80609  5.84604
H  -3.00835  -0.41390  4.68732
H  -3.50948  1.76116  3.84959
H  -2.08518  1.18810  2.77264
H  -1.77661  2.87206  5.12954
H  -2.76650  4.38977  3.68104
H  -2.25300  3.44896  2.30290
H  -0.55210  5.21299  4.10518
H  -0.88438  5.40497  2.37286
H  0.48132  4.44484  0.84365
H  1.82706  3.50701  1.49666
H  1.71651  5.21085  1.91881
C  5.41534  -1.77137  2.26073
O  5.16144  -1.21779  1.00161
C  6.29636  -0.62328  0.43580
C  6.01075  -0.11458  -0.96991
N  4.81165  0.66611  -1.00508
C  4.55741  1.26318  -2.33133
C  3.24733  2.03340  -2.31334
O  2.18093  1.24745  -1.90661
C  0.99392  1.99195  -1.92631
H  4.57927  -2.41945  2.50763
H  5.43988  -0.96598  3.00793
H  6.35175  -2.34169  2.25522
H  7.15842  -1.30887  0.39980
H  6.58180  0.24241  1.06349
H  5.96831  -0.95797  -1.66354
H  6.98321  0.38714  -1.19338
H  4.95681  1.46713  -0.39079
H  4.46899  0.42985  -3.03600
H  5.34332  1.95409  -2.67094
H  3.04124  2.38294  -3.34878
H  3.37246  2.96112  -1.72523
H  1.10060  2.95158  -1.41100
H  0.19278  1.45687  -1.41156
H  0.63378  2.11728  -2.96693

net charge: -1
E_HOMO: -3.76 eV

***

The records above give, respectively, relative energy (zero: lowest compared OMol25 entry of this formula, charge and spin) values of 3.387, 0.000, 2.032, 2.125 eV.
The records above give, respectively, calculated total energy values of -83867.5763, -83866.3189, -56513.5746, -60718.6704 eV.
The records above give, respectively, maximum force values of 0.05136, 0.11091, 0.03754, 0.06519 Eh/bohr.